Density functional theory data (ωB97M-V with the def2-TZVPD basis set) for the molecule C13H8N6O5 in a non-equilibrium geometry.

Bonds (Å) are listed after each position.
Positions of all 32 atoms, in Å:
1 C 0.200 1.539 1.798  N2 1.522, C4 1.517, H10 1.064, C25 1.490
2 N -0.810 1.958 2.858  C1 1.522, N3 1.134
3 N -1.399 2.529 3.640  N2 1.134
4 C 0.504 0.086 2.111  C1 1.517, C5 1.389, C9 1.406
5 C 1.836 -0.310 2.135  C4 1.389, C6 1.407, H11 1.099
6 C 2.180 -1.648 2.399  C5 1.407, C7 1.411, H12 1.101
7 C 1.177 -2.598 2.688  C6 1.411, C8 1.400, H13 1.101
8 C -0.142 -2.151 2.833  C7 1.400, C9 1.412, H14 1.098
9 C -0.480 -0.805 2.573  C4 1.406, C8 1.412, H15 1.091
10 H 1.089 2.099 1.963  C1 1.064
11 H 2.599 0.459 1.948  C5 1.099
12 H 3.232 -1.969 2.331  C6 1.101
13 H 1.434 -3.652 2.871  C7 1.101
14 H -0.931 -2.863 3.108  C8 1.098
15 H -1.505 -0.470 2.735  C9 1.091
16 O -1.019 -0.501 -4.097  N17 1.254
17 N 0.040 -0.007 -3.641  O16 1.254, O18 1.258, C19 1.497
18 O 1.121 0.065 -4.279  N17 1.258
19 C 0.072 0.596 -2.272  N17 1.497, C20 1.422, C30 1.426
20 C 1.259 1.164 -1.733  C19 1.422, C21 1.374, H31 1.075
21 C 1.301 1.778 -0.505  C20 1.374, N22 1.390, C25 1.586
22 N 2.518 2.289 -0.069  C21 1.390, O23 1.255, O24 1.267
23 O 3.489 2.361 -0.860  N22 1.255
24 O 2.617 2.757 1.105  N22 1.267
25 C 0.027 2.034 0.404  C1 1.490, C21 1.586, C26 1.471, H32 1.136
26 C -1.135 1.398 -0.237  C25 1.471, N27 1.344, C30 1.405
27 N -2.361 1.554 0.290  C26 1.344, O28 1.431
28 O -3.146 0.968 -0.752  N27 1.431, N29 1.389
29 N -2.422 0.487 -1.836  O28 1.389, C30 1.383
30 C -1.114 0.791 -1.504  C19 1.426, C26 1.405, N29 1.383
31 H 2.143 1.082 -2.341  C20 1.075
32 H -0.057 3.156 0.555  C25 1.136

- Kohn-Sham gap (eV) = 5.39
- energy (eV) = -32776.7432
- energy above the lowest of the compared OMol25 structures with the same formula, charge and spin (kJ/mol) = 95.3
- HOMO energy (eV) = -8.04